## one
This record from OMol25 describes a molecular structure, C3H5AgO3. The level of theory is wB97M-V/def2-TZVPD.

Summary:
- Multiplicity: 2
- Frontier orbital gap (alpha / beta): 0.311 / 0.374 hartree
- Charge: +1
- M: 196.9 Da

Structure (XYZ):
```
12
Properties=species:S:1:pos:R:3:nbo_charge:R:1
H 1.247 -0.117 -2.977 -0.001
O 0.881 -0.838 -0.181 -0.429
C -0.231 -0.664 -0.784 0.981
C 1.036 0.305 0.846 -0.103
O -0.641 -1.178 -1.829 -0.677
O -1.134 -0.050 -0.026 -0.567
C -0.396 0.795 1.016 -0.101
H 1.720 1.042 0.417 0.235
H 1.464 -0.146 1.745 0.240
H -0.564 1.837 0.733 0.234
H -0.831 0.567 1.993 0.230
Ag -2.551 -1.553 -0.951 0.958
```

## two
This record from OMol25 describes a molecular structure, C3H5AgO3. The level of theory is wB97M-V/def2-TZVPD.

Summary:
- Multiplicity: 2
- Frontier orbital gap (alpha / beta): 0.316 / 0.290 hartree
- Charge: +1
- M: 196.9 Da

Structure (XYZ):
```
12
Properties=species:S:1:pos:R:3:nbo_charge:R:1
H -2.205 3.078 0.782 0.196
O -1.654 1.149 0.901 -0.255
C -2.501 2.039 0.980 0.337
H -3.542 1.724 1.110 0.206
O -0.369 1.329 -0.044 -0.471
Ag 1.021 0.708 1.713 0.951
O 1.405 0.067 -0.676 -0.505
C 1.125 -1.218 -0.919 0.146
C 1.994 -2.228 -0.907 -0.223
H 0.052 -1.342 -1.148 0.177
H 1.620 -3.236 -1.076 0.221
H 3.054 -2.070 -0.715 0.220
```

So which one is most stable? That would be one, about 93.7 kcal/mol below the next structure.

## one
This record from OMol25 describes 2 unconnected molecules or ions with the total composition C3H4FP. The level of theory is wB97M-V/def2-TZVPD.

Summary:
- Frontier orbital gap (alpha / beta): 0.275 / 0.239 hartree
- Charge: 0
- M: 90.0 Da

Structure (XYZ):
```
9
Properties=species:S:1:pos:R:3:nbo_charge:R:1
C 0.337 1.660 -0.435 -0.223
C 0.283 0.459 -0.252 -0.067
C 0.878 -0.834 0.148 -0.693
F -2.919 -0.226 0.844 -0.596
P -2.215 -0.453 -0.609 0.628
H 0.129 2.670 -0.498 0.229
H 1.767 -0.440 0.685 0.243
H 1.350 -1.311 -0.672 0.237
H 0.390 -1.524 0.789 0.241
```

## two
This record from OMol25 describes 2 unconnected molecules or ions with the total composition C3H4FP. The level of theory is wB97M-V/def2-TZVPD.

Summary:
- Frontier orbital gap (alpha / beta): 0.272 / 0.268 hartree
- Charge: 0
- M: 90.0 Da

Structure (XYZ):
```
9
Properties=species:S:1:pos:R:3:nbo_charge:R:1
C 1.713 -0.517 0.487 -0.277
C 0.594 -0.211 0.198 0.024
C -0.743 0.186 -0.174 -0.694
F 5.276 -0.915 -0.219 -0.591
P 5.114 0.683 0.040 0.597
H 2.682 -0.801 0.773 0.227
H -1.227 -0.605 -0.744 0.238
H -0.699 1.090 -0.782 0.238
H -1.333 0.388 0.721 0.238
```

So which one is most stable? That would be two, about 14.5 kcal/mol below the next structure.

## one
This record from OMol25 describes a gas-phase ion, C7H16NO2 (charge +1). The level of theory is wB97M-V/def2-TZVPD.

Summary:
- Frontier orbital gap: 0.441 hartree
- Charge: +1
- M: 146.2 Da
- SMILES: C/[NH+]=C(\OC)OC(C)(C)C

Structure (XYZ):
```
26
Properties=species:S:1:pos:R:3:nbo_charge:R:1
C -1.111 -0.073 -0.099 0.952
C 1.520 0.905 1.061 -0.657
C 2.164 -1.325 0.270 -0.654
C 1.974 0.665 -1.446 -0.636
C -2.529 1.796 0.437 -0.440
C -2.146 -2.277 -0.247 -0.247
C 1.487 -0.042 -0.100 0.347
N -1.365 1.245 -0.066 -0.564
O -2.181 -0.740 -0.023 -0.462
O 0.031 -0.639 -0.234 -0.513
H 1.009 1.769 0.679 0.192
H 0.833 0.432 1.783 0.224
H 2.448 1.045 1.575 0.268
H 1.980 -2.286 -0.405 0.249
H 1.974 -1.536 1.286 0.227
H 3.280 -1.101 0.269 0.242
H 2.209 -0.145 -2.103 0.233
H 1.333 1.434 -1.914 0.233
H 2.860 1.084 -1.075 0.233
H -2.767 2.517 -0.361 0.225
H -3.347 1.047 0.258 0.247
H -2.500 2.250 1.410 0.227
H -1.980 -2.858 0.643 0.218
H -3.232 -2.585 -0.584 0.240
H -1.384 -2.464 -0.927 0.209
H -0.560 1.879 -0.084 0.409
```

## two
This record from OMol25 describes a gas-phase ion, C7H16NO2 (charge +1). The level of theory is wB97M-V/def2-TZVPD.

Summary:
- Frontier orbital gap: 0.419 hartree
- Charge: +1
- M: 146.2 Da
- SMILES: CC[N+](CC)(CC)OC=O

Structure (XYZ):
```
26
Properties=species:S:1:pos:R:3:nbo_charge:R:1
C -2.539 -0.101 0.709 0.590
C 0.693 -1.908 -1.428 -0.619
C -1.052 2.161 -0.801 -0.677
C 1.876 -0.311 1.479 -0.669
C 0.613 -0.419 -1.217 -0.220
C -0.059 1.513 0.275 -0.226
C 0.461 -0.806 1.179 -0.222
N -0.047 0.014 0.069 0.108
O -3.528 -0.736 0.582 -0.449
O -1.523 -0.462 -0.140 -0.381
H -2.533 0.663 1.520 0.165
H 1.255 -2.505 -0.723 0.223
H -0.261 -2.264 -1.233 0.229
H 0.941 -2.031 -2.389 0.245
H -1.696 2.980 -0.428 0.260
H -0.374 2.620 -1.620 0.240
H -1.707 1.462 -1.399 0.253
H 2.639 -0.834 0.718 0.235
H 2.065 0.701 1.566 0.234
H 2.334 -0.695 2.504 0.278
H 0.197 0.027 -1.991 0.229
H 1.603 -0.157 -1.248 0.237
H -0.523 1.609 1.193 0.220
H 0.990 1.805 0.067 0.257
H -0.107 -0.589 1.992 0.219
H 0.282 -1.739 0.765 0.243
```

So which one is most stable? That would be one, about 71.5 kcal/mol below the next structure.

## one
This record from OMol25 describes a molecular structure, C4H7F. The level of theory is wB97M-V/def2-TZVPD.

Summary:
- Frontier orbital gap: 0.431 hartree
- Charge: 0
- M: 74.1 Da

Structure (XYZ):
```
12
Properties=species:S:1:pos:R:3:nbo_charge:R:1
C 0.318 -0.479 0.322 0.214
C -0.251 0.795 0.697 -0.442
C -1.400 0.669 -0.308 -0.404
C -0.371 -0.305 -1.029 -0.424
H -0.182 -1.359 0.924 0.135
H 0.359 1.643 0.383 0.215
H -0.427 0.831 1.813 0.204
H -1.539 1.648 -0.898 0.219
H -2.226 0.179 0.186 0.214
H 0.243 0.340 -1.576 0.203
H -0.633 -1.259 -1.560 0.208
F 1.626 -0.678 0.293 -0.342
```

## two
This record from OMol25 describes a single C4H7F molecule. The level of theory is wB97M-V/def2-TZVPD.

Summary:
- Frontier orbital gap: 0.389 hartree
- Charge: 0
- M: 74.1 Da
- SMILES: CC1(F)CC1

Structure (XYZ):
```
12
Properties=species:S:1:pos:R:3:nbo_charge:R:1
C -1.417 -0.433 0.059 -0.649
C -0.223 0.427 0.030 0.352
C 1.033 0.007 -0.747 -0.452
C 1.136 0.095 0.698 -0.450
H -2.167 0.101 -0.551 0.229
H -1.836 -0.602 1.049 0.214
H -1.265 -1.400 -0.454 0.220
H 1.314 0.897 -1.258 0.225
H 1.047 -0.958 -1.269 0.217
H 1.213 -0.787 1.341 0.216
H 1.654 0.913 1.118 0.222
F -0.488 1.740 -0.017 -0.344
```

So which one is most stable? That would be two, about 6.5 kcal/mol below the next structure.

## one
This record from OMol25 describes a molecular structure, CH2Br2S. The level of theory is wB97M-V/def2-TZVPD.

Summary:
- Frontier orbital gap: 0.358 hartree
- Charge: 0
- M: 205.9 Da

Structure (XYZ):
```
6
Properties=species:S:1:pos:R:3:nbo_charge:R:1
C -1.263 0.025 -0.141 -0.506
S -0.177 -0.611 1.219 0.017
Br -1.565 1.922 0.150 0.088
Br -2.859 -1.129 -0.084 0.054
H -0.648 -0.301 -0.971 0.233
H 0.357 0.562 1.228 0.114
```

## two
This record from OMol25 describes a single CH2Br2S molecule. The level of theory is wB97M-V/def2-TZVPD.

Summary:
- Frontier orbital gap (alpha / beta): 0.250 / 0.313 hartree
- Charge: 0
- M: 205.9 Da

Structure (XYZ):
```
6
Properties=species:S:1:pos:R:3:nbo_charge:R:1
C -0.762 -1.107 -0.924 -0.448
S 1.115 2.281 1.090 -0.248
Br 0.027 0.557 -0.699 0.257
Br -2.482 -1.457 -0.314 0.129
H -0.075 -1.927 -0.725 0.201
H 2.178 1.653 1.572 0.109
```

So which one is most stable? That would be one, about 59.5 kcal/mol below the next structure.

## one
This record from OMol25 describes a single C17H24N2O3S molecule. The level of theory is wB97M-V/def2-TZVPD.

Summary:
- Frontier orbital gap: 0.357 hartree
- Charge: 0
- M: 336.5 Da
- SMILES: CCS(=O)(=O)N1CCC(C(=O)N2CCc3ccccc3C2)CC1

Structure (XYZ):
```
47
Properties=species:S:1:pos:R:3:nbo_charge:R:1
C -5.203 -1.773 1.021 -0.628
C -5.067 -1.135 -0.341 -0.633
H -5.310 -1.822 -1.147 0.240
H -5.650 -0.225 -0.443 0.232
S -3.336 -0.647 -0.598 2.304
O -3.246 -0.012 -1.882 -0.950
O -2.500 -1.794 -0.362 -0.958
N -3.140 0.468 0.645 -0.692
C -2.141 0.147 1.645 -0.228
C -0.802 0.850 1.371 -0.416
H -0.741 1.798 1.908 0.215
H 0.024 0.221 1.705 0.220
C -0.703 1.139 -0.132 -0.326
C 0.693 1.664 -0.442 0.709
O 0.973 2.840 -0.282 -0.647
N 1.609 0.761 -0.858 -0.433
C 1.339 -0.653 -1.055 -0.199
H 0.997 -1.099 -0.113 0.195
C 2.589 -1.406 -1.523 -0.433
C 3.744 -1.071 -0.632 -0.014
C 4.582 -2.006 -0.049 -0.198
C 5.621 -1.587 0.765 -0.210
C 5.817 -0.238 1.006 -0.213
C 4.974 0.701 0.435 -0.187
C 3.941 0.286 -0.388 -0.036
C 2.978 1.221 -1.054 -0.251
H 3.040 2.230 -0.643 0.258
H 3.194 1.273 -2.131 0.198
H 5.118 1.754 0.626 0.214
H 6.626 0.084 1.645 0.213
H 6.278 -2.317 1.215 0.213
H 4.425 -3.059 -0.235 0.209
H 2.826 -1.110 -2.548 0.216
H 2.380 -2.476 -1.520 0.228
H 0.545 -0.786 -1.799 0.209
H -0.913 0.222 -0.683 0.226
C -1.762 2.185 -0.496 -0.411
C -3.089 1.849 0.204 -0.229
H -3.928 2.000 -0.475 0.223
H -3.239 2.471 1.090 0.204
H -1.404 3.170 -0.192 0.236
H -1.902 2.183 -1.576 0.226
H -2.016 -0.935 1.613 0.238
H -2.534 0.430 2.628 0.198
H -4.960 -1.050 1.795 0.220
H -6.216 -2.137 1.183 0.222
H -4.511 -2.608 1.097 0.229
```

## two
This record from OMol25 describes a single C17H24N2O3S molecule. The level of theory is wB97M-V/def2-TZVPD.

Summary:
- Frontier orbital gap: 0.370 hartree
- Charge: 0
- M: 336.5 Da
- SMILES: Cc1ccc(S(=O)(=O)N2CCC(C(=O)NCC3CC3)CC2)cc1

Structure (XYZ):
```
47
Properties=species:S:1:pos:R:3:nbo_charge:R:1
C 6.318 0.227 1.747 -0.632
C 5.006 -0.462 1.528 0.017
C 4.867 -1.451 0.561 -0.222
C 3.648 -2.080 0.365 -0.164
C 2.568 -1.715 1.142 -0.379
C 2.682 -0.736 2.111 -0.102
C 3.900 -0.112 2.300 -0.235
H 4.002 0.656 3.053 0.216
H 1.816 -0.484 2.701 0.227
S 0.979 -2.495 0.915 2.320
O 1.054 -3.421 -0.184 -0.945
O 0.497 -2.982 2.175 -0.938
N 0.048 -1.154 0.512 -0.676
C -1.365 -1.283 0.797 -0.231
C -2.024 0.089 0.697 -0.394
H -3.088 0.001 0.922 0.214
H -1.568 0.760 1.426 0.219
C -1.810 0.667 -0.709 -0.315
C -2.398 2.076 -0.753 0.697
O -1.747 3.075 -0.539 -0.628
N -3.726 2.101 -1.005 -0.623
H -4.212 1.240 -1.195 0.392
C -4.486 3.325 -1.089 -0.222
C -4.890 3.695 -2.505 -0.234
C -5.206 2.650 -3.533 -0.426
C -3.952 3.464 -3.648 -0.417
H -3.010 2.983 -3.432 0.217
H -3.889 4.210 -4.425 0.218
H -5.116 1.609 -3.266 0.200
H -6.010 2.844 -4.226 0.218
H -5.486 4.600 -2.530 0.218
H -5.381 3.236 -0.463 0.194
H -3.845 4.112 -0.680 0.238
C -0.312 0.703 -1.012 -0.391
C 0.305 -0.680 -0.829 -0.233
H -0.103 -1.384 -1.571 0.187
H 1.388 -0.639 -0.960 0.220
H 0.161 1.411 -0.332 0.229
H -0.144 1.048 -2.033 0.219
H -2.318 0.029 -1.442 0.202
H -1.843 -1.983 0.093 0.176
H -1.448 -1.694 1.804 0.242
H 3.517 -2.850 -0.378 0.243
H 5.718 -1.732 -0.042 0.216
H 6.634 0.117 2.783 0.225
H 7.089 -0.184 1.101 0.217
H 6.222 1.292 1.541 0.225
```

So which one is most stable? That would be one, about 17.0 kcal/mol below the next structure.